(1)
Computed, not measured: a 2-piece molecular cluster, C7H18N2 overall, with wB97M-V/def2-TZVPD.

Last column: Mulliken charge in e.
Atoms and positions in Å:
1 C -0.97426 -0.72604 -0.27386  1.668
2 C -2.02281 -1.06974 -1.33849  -1.694
3 C -1.58428 -0.87349 1.12206  -1.806
4 C -1.23075 1.88205 0.17753  -1.320
5 C -0.51037 0.77818 -0.53791  0.833
6 N 0.11481 -1.66984 -0.34997  -0.752
7 C 0.37773 1.05532 -1.48166  -1.492
8 H 0.48116 -1.71708 -1.29485  0.313
9 H 0.88733 -1.33501 0.29280  0.411
10 H -2.88160 -0.40737 -1.26042  0.339
11 H -1.59983 -0.96927 -2.33579  0.369
12 H -2.35148 -2.09732 -1.20372  0.450
13 H -1.84652 -1.91856 1.27104  0.466
14 H -2.47781 -0.26769 1.23909  0.344
15 H -0.85632 -0.59921 1.88169  0.329
16 H -0.91281 2.85599 -0.19235  0.442
17 H -2.30706 1.79751 0.02536  0.291
18 H -1.05085 1.83451 1.25081  0.261
19 H 0.64069 2.07043 -1.74143  0.291
20 H 0.90079 0.28750 -2.03083  0.317
21 C 3.18630 0.16114 0.59979  -0.804
22 N 1.96507 -0.10454 1.34722  -0.477
23 H 1.38030 0.73748 1.35626  0.144
24 H 2.17602 -0.36003 2.30434  0.203
25 H 2.91257 0.51038 -0.39222  0.237
26 H 3.83771 0.91302 1.06311  0.323
27 H 3.74627 -0.76833 0.50240  0.311

Force components x, y, z for each atom (eV/Å):
0.114 1.190 -0.049
0.218 0.040 0.224
0.052 -0.005 -0.271
0.028 -0.056 -0.058
-0.680 -0.940 -0.167
1.106 -0.011 0.507
0.226 -0.011 0.065
0.034 -0.020 0.073
-0.994 -0.482 -0.963
-0.120 0.076 -0.040
0.045 0.026 -0.097
-0.075 -0.109 0.053
-0.027 -0.052 0.010
-0.095 0.112 0.088
0.048 0.047 0.157
0.021 0.023 0.040
-0.091 0.009 0.054
-0.056 0.049 0.128
-0.022 0.164 0.043
0.015 -0.178 -0.065
0.166 0.034 0.140
-0.228 0.508 0.305
0.259 -0.456 0.102
-0.044 0.092 0.009
0.040 -0.016 -0.118
-0.011 -0.057 -0.088
0.072 0.024 -0.083

As for the net charge: 0. Its SMILES is C=C(C)C(C)(C)N.CN.



(2)
Computed, not measured: C25H35F3IO4S as an isolated structure, with wB97M-V/def2-TZVPD.

Last column: Mulliken charge in e.
Atoms and positions in Å:
1 C 0.69420 3.91718 1.21993  -1.431
2 C 0.55907 2.53249 0.64539  1.093
3 O 1.26973 1.63606 1.53065  -0.192
4 C 1.46783 0.37912 1.06485  0.824
5 C 2.13720 -0.41026 2.07434  -0.114
6 C 2.57874 -1.74683 1.79610  0.814
7 O 3.66170 -2.15706 2.25805  -0.750
8 C 1.74309 -2.71135 0.97603  -1.196
9 C 2.23824 -2.79671 -0.46954  -0.502
10 C 3.74323 -3.11047 -0.66375  -0.963
11 C 4.56274 -1.97463 -1.31943  -0.756
12 C 5.67109 -1.36450 -0.44239  -0.670
13 C 5.73723 0.16886 -0.51522  -1.407
14 C 4.68326 0.87223 0.34632  0.692
15 C 5.00156 0.84429 1.83497  -0.770
16 C 3.89685 1.39930 2.75788  -0.563
17 C 2.80919 0.39867 3.17294  -1.403
18 O 1.18830 0.07478 -0.10205  -0.796
19 H -0.13437 4.49832 0.80992  0.485
20 H 0.64108 3.94809 2.31568  0.253
21 H 1.63586 4.36603 0.88148  0.317
22 H -0.49062 2.21215 0.61884  -0.972
23 H 0.99511 2.47572 -0.36428  0.335
24 H 1.80611 -3.70311 1.44323  0.485
25 H 0.70321 -2.37156 0.98267  0.272
26 H 1.66281 -3.58713 -0.97090  0.343
27 H 1.97378 -1.83931 -0.93817  0.217
28 H 4.18965 -3.41464 0.29426  0.527
29 H 3.80215 -3.97338 -1.34710  0.492
30 H 5.04854 -2.40979 -2.21086  0.460
31 H 3.89220 -1.18370 -1.69000  0.390
32 H 5.54446 -1.68303 0.60234  0.307
33 H 6.62119 -1.80410 -0.78436  0.492
34 H 6.74011 0.46929 -0.19343  0.389
35 H 5.59969 0.50097 -1.55076  0.397
36 H 4.60874 1.92738 0.03668  0.412
37 H 3.68726 0.43851 0.15610  -0.593
38 H 5.23975 -0.17729 2.16901  0.149
39 H 5.90416 1.46791 1.97163  0.575
40 H 4.40059 1.72790 3.67886  0.422
41 H 3.42592 2.28927 2.32171  0.147
42 H 2.02084 0.94155 3.71485  0.319
43 H 3.26171 -0.34971 3.83431  0.456
44 C -6.82945 1.97001 -0.86209  -1.996
45 C -6.13900 0.68622 -1.31809  2.203
46 C -6.78419 0.30184 -2.62483  -1.537
47 C -4.62719 0.78716 -1.32397  0.696
48 C -3.75303 -0.02630 -2.08483  -0.033
49 I -3.98989 -1.16955 -3.88909  -0.017
50 C -2.41378 -0.13195 -1.72744  -0.816
51 C -1.93959 0.50534 -0.58720  -0.723
52 C -2.77960 1.35066 0.14170  -0.853
53 C -4.08135 1.57110 -0.30292  -0.481
54 O -6.46929 -0.26352 -0.27908  -0.467
55 S -5.63268 -1.74598 -0.34206  0.021
56 C -7.04136 -2.78164 -0.92519  0.677
57 F -7.25627 -2.62831 -2.26388  -0.196
58 F -6.79766 -4.09511 -0.69131  -0.231
59 F -8.18912 -2.42092 -0.28057  -0.229
60 H -6.53623 2.78297 -1.54056  0.383
61 H -7.91653 1.85368 -0.94345  0.446
62 H -6.62570 2.21971 0.18754  0.485
63 H -6.90439 1.21463 -3.22145  0.350
64 H -6.19001 -0.42214 -3.20186  0.087
65 H -7.77003 -0.12778 -2.42552  0.413
66 H -1.72186 -0.70450 -2.33445  0.407
67 H -0.90133 0.35159 -0.30775  0.649
68 H -2.44472 1.84948 1.04903  0.535
69 H -4.68894 2.35584 0.15253  0.240

Force components x, y, z for each atom (eV/Å):
-0.011 0.377 -0.281
0.466 -0.820 0.555
-0.903 1.396 -0.749
1.002 -1.972 1.193
-0.347 0.819 -1.277
0.380 0.745 0.479
-0.075 -0.519 0.233
0.046 0.183 -0.111
-0.080 -0.053 -0.271
-0.232 -0.217 -0.286
0.068 -0.230 -0.112
0.047 -0.104 -0.039
-0.044 -0.208 0.140
-0.374 -0.007 -0.167
0.046 0.113 0.318
0.328 0.011 0.136
-0.114 -0.707 -0.080
-0.625 0.260 -0.077
0.092 0.318 0.087
-0.004 -0.166 -0.296
-0.162 0.022 0.279
0.439 0.221 -0.140
-0.322 -0.066 0.277
0.041 0.227 0.081
0.044 -0.145 -0.088
-0.056 0.186 0.014
0.158 -0.333 -0.023
-0.094 0.149 -0.287
0.027 0.084 0.310
-0.172 0.340 0.133
0.082 -0.190 0.186
-0.076 0.144 -0.224
-0.051 0.247 0.202
-0.014 0.242 -0.034
0.186 -0.122 -0.036
0.012 -0.146 0.015
0.422 0.023 -0.007
-0.058 0.234 -0.140
-0.117 -0.253 0.054
-0.143 0.085 -0.040
0.185 -0.108 -0.055
0.300 -0.082 0.121
-0.045 0.216 0.104
-0.281 0.227 0.277
-0.165 0.593 -0.485
0.046 -0.330 -0.625
0.116 -0.119 -0.730
0.419 0.150 -0.008
-0.125 0.159 0.273
0.116 0.504 0.444
-0.173 0.023 0.277
-0.186 0.107 -0.454
0.631 -0.297 0.188
0.538 -1.668 0.347
-1.350 0.462 0.108
-0.216 0.476 -0.014
-0.137 -0.400 1.035
-0.135 1.045 -0.159
0.846 -0.591 -0.733
0.004 -0.101 0.366
0.191 -0.116 -0.050
0.016 -0.006 -0.408
0.034 -0.278 -0.068
-0.725 0.436 0.378
0.078 0.160 -0.055
-0.084 0.008 0.168
0.006 -0.028 0.014
0.084 -0.003 -0.300
0.203 -0.611 0.117

As for the net charge: -1.



(3)
Computed, not measured: a single C24H27NO6 molecule, with wB97M-V/def2-TZVPD.

Last column: Mulliken charge in e.
Atoms and positions in Å:
1 C -4.99273 0.96779 0.06346  -1.344
2 C -3.88892 0.01830 -0.30025  0.174
3 O -2.69129 0.59247 0.28024  -0.281
4 C -1.61805 -0.21061 0.18391  -0.653
5 C -0.34099 0.55225 0.44522  5.339
6 C 0.55446 -0.37369 1.27917  -0.916
7 O 0.41541 -1.58034 1.33792  -0.607
8 O 1.52235 0.27662 1.95758  -0.166
9 C 2.37225 -0.59933 2.77229  -0.166
10 C 3.07260 0.30625 3.74450  -1.204
11 C -0.76304 1.84093 1.13248  -0.659
12 O -1.14917 2.80352 0.48350  -0.635
13 O -0.59182 1.87198 2.46013  -0.273
14 C -0.84900 3.18740 3.02864  -0.214
15 C -0.11561 3.27420 4.33286  -1.206
16 O -1.68380 -1.38014 -0.15880  -0.615
17 H -5.88769 0.68921 -0.49405  0.424
18 H -5.23947 0.87545 1.12640  0.312
19 H -4.74055 2.01075 -0.16167  0.321
20 H -4.05316 -0.98263 0.11601  0.314
21 H -3.74838 -0.04763 -1.38730  0.035
22 H 1.72135 -1.31733 3.28810  0.338
23 H 3.05815 -1.14054 2.10524  0.189
24 H 3.85612 -0.25810 4.25386  0.442
25 H 3.49700 1.19260 3.25872  0.268
26 H 2.35237 0.63747 4.49972  0.260
27 H -0.49282 3.95596 2.33281  0.339
28 H -1.93294 3.26579 3.18795  0.261
29 H -0.34074 4.24172 4.77576  0.436
30 H -0.40829 2.50408 5.04591  0.304
31 H 0.96710 3.23358 4.20140  0.264
32 C 1.50327 1.77137 -0.77093  -1.882
33 C 0.26434 0.90424 -0.90315  -1.056
34 N 0.49910 -0.32250 -1.67064  0.744
35 C -0.38136 -0.86683 -2.59477  0.226
36 C -1.56921 -0.36515 -3.10917  -0.522
37 C -2.30835 -1.19177 -3.96510  -0.780
38 C -1.84051 -2.47035 -4.31255  -0.891
39 C -0.59821 -2.93358 -3.87104  -0.155
40 C 0.12488 -2.12348 -3.00481  0.020
41 C 1.39690 -2.28922 -2.36624  -0.059
42 C 1.62293 -1.12781 -1.57642  0.772
43 C 2.81050 -0.97260 -0.87134  -0.603
44 C 3.71640 -2.03861 -0.86510  -0.772
45 C 3.47680 -3.19578 -1.62280  -0.963
46 C 2.33167 -3.31272 -2.41408  -0.246
47 H 1.15780 2.80956 -0.67411  0.498
48 H 2.06786 1.51675 0.14212  0.296
49 H 2.15028 1.68428 -1.65752  0.385
50 H -0.53263 1.43165 -1.43444  0.331
51 H -1.88294 0.64453 -2.85286  0.648
52 H -3.25252 -0.83192 -4.37350  0.439
53 H -2.45753 -3.10350 -4.94713  0.369
54 H -0.15746 -3.88357 -4.16995  0.430
55 H 3.03846 -0.03274 -0.37991  0.453
56 H 4.62289 -1.94395 -0.26815  0.439
57 H 4.20615 -4.00261 -1.59610  0.359
58 H 2.12977 -4.16166 -3.06199  0.438

Force components x, y, z for each atom (eV/Å):
-0.540 0.011 0.156
-0.043 0.220 0.203
0.120 -0.738 -0.347
-1.034 -2.272 -0.887
-0.455 -0.513 1.556
0.372 -1.596 0.708
0.282 1.669 0.022
-0.053 -0.572 -0.207
-0.398 0.217 -0.360
-0.059 0.097 0.346
0.355 1.983 -0.408
0.496 -1.191 0.782
-0.303 0.276 -0.674
-0.119 -0.293 0.193
0.270 0.131 0.354
-0.037 2.053 0.546
-0.062 0.103 -0.023
0.101 0.157 -0.124
0.001 -0.276 0.001
0.095 0.227 -0.219
0.072 -0.129 0.310
0.275 0.116 -0.250
-0.273 0.130 0.127
0.049 0.146 -0.015
0.022 -0.281 0.052
0.173 0.087 -0.076
-0.308 -0.257 0.116
0.267 0.159 -0.251
-0.042 0.104 0.128
-0.065 -0.057 -0.092
-0.050 -0.105 -0.101
0.137 0.718 0.118
0.139 -0.770 -1.391
0.465 1.047 -0.104
0.196 -0.623 -0.128
-0.149 -0.132 -0.186
0.442 0.107 0.293
0.097 -0.172 -0.102
-0.266 0.445 0.091
-0.429 0.375 -0.187
0.461 0.334 0.394
-0.236 -0.943 -0.353
0.312 -0.127 0.094
-0.426 0.216 -0.267
0.021 -0.120 -0.051
0.213 0.292 0.365
0.275 -0.225 -0.043
-0.211 0.271 -0.559
-0.291 0.047 0.349
0.311 0.188 0.023
-0.210 -0.204 -0.091
0.225 -0.113 0.103
0.157 0.163 0.041
-0.405 0.096 -0.051
0.078 -0.494 0.138
-0.138 -0.088 -0.233
-0.129 0.150 -0.059
0.252 -0.044 0.234

As for the net charge: 0. Its SMILES is CCOC(=O)C(C(=O)OCC)(C(=O)OCC)[C@@H](C)n1c2ccccc2c2ccccc21.



Table of energy above the lowest of the compared OMol25 structures with the same formula, charge and spin (kJ/mol), in record order: 98.7; 86.3; 0.0
Table of Kohn-Sham gap (eV), in record order: 9.4; 5.4; 8.3